[1]
Below is a structure of composition C4H5CrO5, with properties calculated with wB97M-V/def2-TZVPD.

**Energy relative to the best compared isomer or geometry (same formula, charge and spin)**: 0.0 kcal per mole
**Electronic energy**: -1576.05718 a.u.
**E_HOMO (spin up / spin down)**: -6.46 / -9.14 eV
**LUMO (spin up / spin down)**: -0.6 / -0.5 eV
**<S²>**: 8.76

Structure (ORCA input):
```
! wB97M-V def2-TZVPD RIJCOSX def2/J DEFGRID3
* xyz 0 6
O -1.44288 -1.60314 -0.12550
O -2.80131 -0.24541 -1.26403
C -1.69342 -0.58281 -0.85447
C -0.51242 0.35353 -1.11681
O 0.68441 -0.21315 -0.61161
C 1.80697 0.65696 -0.64462
Cr 0.43140 -2.00809 0.32150
H -0.71087 1.31581 -0.61899
H -0.41981 0.53515 -2.19829
H 2.51733 0.30706 0.11190
H 2.27652 0.63175 -1.63851
H 1.49585 1.68529 -0.40936
O 0.21979 -0.70610 2.25363
C -0.56961 -0.29537 3.00743
O -1.28195 0.16851 3.78773
*
```

***

[2]
Below is a cluster of 2 separate species, C2H3NOS in total, with properties calculated with wB97M-V/def2-TZVPD.

**Energy relative to the best compared isomer or geometry (same formula, charge and spin)**: 20.9 kcal per mole
**Electronic energy**: -606.15398 a.u.
**E_HOMO**: -9.34 eV
**LUMO**: 0.7 eV

Structure (ORCA input):
```
! wB97M-V def2-TZVPD RIJCOSX def2/J DEFGRID3
* xyz 0 1
C -2.14974 0.04936 0.15291
C 1.01950 0.28614 -0.06285
N 1.84399 -0.62583 0.06772
O -2.44756 1.01165 -0.41280
S -1.79983 -1.21605 0.95997
H 0.31856 0.61051 -0.90607
H 0.79827 0.95013 0.82429
H 2.41682 -1.06591 -0.62317
*
```

***

[3]
Below is an isolated molecule of C4H8O2, with properties calculated with wB97M-V/def2-TZVPD.

**Energy relative to the best compared isomer or geometry (same formula, charge and spin)**: 53.6 kcal per mole
**Electronic energy**: -307.62694 a.u.
**E_HOMO**: -9.64 eV
**LUMO**: 1.0 eV

Structure (ORCA input):
```
! wB97M-V def2-TZVPD RIJCOSX def2/J DEFGRID3
* xyz 0 1
O -0.91419 0.16879 -1.87161
C 0.07743 -0.29841 -1.02526
C 0.77597 0.78640 -0.25128
C 0.31466 0.66718 1.17960
O -0.83415 -0.14848 1.23038
C -0.65319 -1.13671 0.25333
H -1.44794 0.16768 -1.00602
H 0.72901 -0.96396 -1.55251
H 0.52061 1.74173 -0.67817
H 1.84620 0.67978 -0.30556
H 0.05927 1.62131 1.60793
H 1.09509 0.22666 1.78804
H 0.06396 -1.90489 0.56134
H -1.63273 -1.60709 0.06979
*
```

***

[4]
Below is an isolated molecule of C3H3NOS2, with properties calculated with wB97M-V/def2-TZVPD.

**Energy relative to the best compared isomer or geometry (same formula, charge and spin)**: 87.2 kcal per mole
**Electronic energy**: -1042.35971 a.u.
**E_HOMO**: -7.82 eV
**LUMO**: 0.3 eV

Structure (ORCA input):
```
! wB97M-V def2-TZVPD RIJCOSX def2/J DEFGRID3
* xyz 0 1
C 0.75762 0.61538 0.35512
C -0.46575 0.67596 -0.12344
C -0.86005 -1.36845 -0.55624
N 1.37866 -0.62396 0.53779
O -1.46074 1.51888 -0.28931
S -2.26404 -1.85569 -1.11953
S 0.63521 -2.00218 -0.20255
H 1.37977 1.46238 0.61979
H 2.38232 -0.63549 0.38971
H -1.48300 2.21317 0.38866
*
```